Entry from OMol25: a structure of composition C2H3O2S2 at a distorted geometry (the ωB97M-V functional and the def2-TZVPD basis).

As for the total energy: -1024.887377 Ha. The HOMO-LUMO gap comes out at 5.47 eV. The total charge is -1. Its largest force on an atom is 1.892 eV/A. The HOMO energy comes out at -3.264 eV. For the energy above the lowest of the compared OMol25 structures with the same formula, charge and spin, the calculation gives 122.9 kJ/mol. The LUMO energy is 2.21 eV.

Last column: Löwdin charge in e.
Atoms and positions in Å:
C: -2.706 0.646 -0.081  -0.7292
C: 2.133 -0.206 -1.640  -0.5568
O: -2.418 0.922 -1.197  0.0007
O: -3.041 0.824 1.059  0.0040
S: -1.894 -1.643 -0.080  0.0856
S: 2.267 0.811 -0.363  0.5534
H: -0.584 -1.178 -0.124  -0.3416
H: 2.907 -0.734 -2.216  0.0048
H: 1.082 -0.386 -1.883  -0.0208